10
Properties=species:S:1:pos:R:3:mulliken_charge:R:1 method="wB97M-V/def2-TZVPD" smiles="[H]/N=C/Cl.C=C=O" de_lowest_kj_mol=205.04 e_lumo_ha=0.0194 multiplicity=1 total_energy_ev=-19233.64982 mol_weight_g_mol=105.52 largest_force_ha_per_bohr=0.0640
H -1.36 0.13 -0.64 0.305
N -1.21 -0.13 -1.57 -0.545
C -0.37 -1.10 -1.59 0.089
Cl 0.07 -1.66 -3.11 -0.143
H 0.03 -1.68 -0.68 0.331
C 0.34 0.63 1.06 -0.813
C 0.93 1.21 2.10 0.570
O 1.32 1.54 3.14 -0.325
H -0.68 0.75 0.98 0.176
H 0.92 0.30 0.30 0.354

17
Properties=species:S:1:pos:R:3:mulliken_charge:R:1 method="wB97M-V/def2-TZVPD" smiles=C1[C@@H]2CC3(CC3)[C@H]12 de_lowest_kj_mol=308.81 e_lumo_ha=0.0436 multiplicity=1 total_energy_ev=-7417.83414 mol_weight_g_mol=94.16 largest_force_ha_per_bohr=0.0232
C 1.79 0.73 0.52 -0.633
C 1.53 -0.74 0.42 -0.192
C 0.65 -1.01 -0.80 -0.737
C -0.46 -0.04 -0.19 0.353
C -1.92 -0.35 -0.24 -0.496
C -1.63 1.07 -0.50 -0.694
C 0.47 0.18 1.00 -0.445
H 1.86 1.32 -0.39 0.175
H 2.48 1.03 1.31 0.255
H 2.15 -1.46 0.95 0.357
H 0.34 -2.07 -0.81 0.300
H 1.11 -0.79 -1.77 0.299
H -2.16 -0.92 -1.13 0.245
H -2.57 -0.52 0.61 0.265
H -2.04 1.54 -1.40 0.281
H -1.76 1.72 0.37 0.242
H 0.17 0.29 2.03 0.426